100
Properties=species:S:1:pos:R:3 method="wB97M-V/def2-TZVPD" lumo_ev=-0.15 largest_force_ev_per_a=1.5 homo_ev=-8.5 total_charge=0
O 2.11 -3.31 -5.63
O 3.82 -0.62 5.59
O 3.09 1.97 -0.36
O 3.34 -2.42 4.40
O -1.57 4.02 -0.24
O 2.26 -1.83 -0.09
O -1.48 2.65 -7.85
O 5.38 -4.88 3.08
O 1.79 3.06 1.06
O -4.11 1.83 0.90
O -3.79 0.59 2.74
O 0.82 -0.22 -0.71
O 0.56 -1.23 1.24
O 2.77 1.15 1.71
O 5.25 -2.35 5.60
O -5.17 2.34 2.81
N -3.08 4.96 1.18
N -2.19 0.83 -6.67
N 5.24 -4.58 0.84
N 1.21 -4.19 -3.73
C 0.53 -5.32 -3.12
C 2.59 1.98 0.87
C -2.48 0.27 -5.38
C -0.19 0.57 -0.05
C 4.84 -3.74 -0.27
C -1.84 2.13 -6.82
C 2.60 3.07 -1.13
C -4.19 4.93 0.24
C 1.31 -1.15 0.13
C -6.42 1.83 4.82
C 4.24 -1.86 5.23
C -1.39 0.73 -0.91
C -1.87 4.46 0.85
C 1.42 -3.01 -2.90
C 5.10 -4.18 2.14
C -2.12 -0.06 -7.80
C 2.31 -1.46 4.03
C 2.07 2.55 -2.46
C 5.42 -5.98 0.52
C 2.47 -0.48 5.18
C -5.05 1.91 4.21
C -4.34 0.57 4.05
C -4.35 1.61 2.03
C -0.37 -0.14 1.31
C -3.22 5.90 2.28
C 1.00 -2.22 4.09
C 1.58 3.73 -0.19
C 1.54 -4.20 -5.04
H 4.65 -2.72 0.07
H 3.41 3.76 -1.35
H -1.94 2.71 -5.88
H 0.54 3.64 -0.51
H 4.63 -3.19 2.25
H -1.18 4.46 1.71
H -1.13 1.22 -1.85
H 1.80 -0.72 6.02
H -1.16 -0.59 -7.83
H 5.59 -3.65 -1.05
H -3.92 4.24 -0.57
H -2.57 5.60 3.10
H 1.56 3.33 -3.02
H -4.32 5.89 -0.27
H -1.38 -0.55 1.36
H -3.55 0.05 -5.30
H 2.25 0.57 4.96
H -5.04 4.49 0.74
H 1.46 1.67 -2.29
H 3.87 -4.10 -0.65
H -2.97 6.92 1.98
H 6.27 -6.08 -0.17
H 0.17 -1.51 4.08
H -3.57 0.39 4.80
H 0.83 -5.43 -2.08
H 0.96 -2.93 3.27
H 1.83 4.78 -0.05
H 1.88 -3.29 -1.96
H 0.47 -2.49 -2.75
H -5.03 -0.28 4.15
H -6.92 2.80 4.86
H 0.75 -6.22 -3.68
H -4.26 5.87 2.60
H -2.15 1.35 -0.43
H -1.90 -0.63 -5.21
H -2.90 -0.82 -7.76
H -1.84 -0.23 -1.16
H 2.51 -1.04 3.05
H -0.10 0.51 2.13
H -7.01 1.09 4.28
H -4.40 2.67 4.65
H 4.53 -6.40 0.04
H -2.20 0.48 -8.74
H 5.67 -6.55 1.40
H 2.95 2.21 -3.02
H -6.35 1.43 5.84
H 0.29 1.54 0.09
H -0.55 -5.15 -3.13
H -2.25 0.97 -4.57
H 1.22 -5.13 -5.53
H 0.95 -2.84 4.99
H 2.12 -2.35 -3.41

---

89
Properties=species:S:1:pos:R:3 method="wB97M-V/def2-TZVPD" lumo_ev=0.28 largest_force_ev_per_a=7.9 homo_ev=-9.6 total_charge=0 e_above_lowest_kj_mol=45.4
O 2.87 5.90 0.77
O -1.17 -5.02 0.91
O 5.03 -2.01 1.61
O -1.41 0.00 -0.01
O -0.11 -3.09 -3.18
N -1.83 2.95 5.23
N -3.50 3.06 -0.17
N -1.99 0.16 4.17
N -4.94 0.10 -1.29
C -0.27 -0.83 -0.23
C 5.03 0.25 2.10
C -1.93 3.47 4.21
C -0.21 -1.83 -5.17
C 0.32 1.48 -0.16
C -4.51 2.53 -0.29
C -0.54 -3.27 -5.51
C -2.25 -4.76 1.82
C 5.46 0.12 0.65
C 2.89 4.50 0.75
C -3.42 -0.61 2.14
C 0.53 -2.00 -3.83
C 5.79 -1.40 0.58
C -2.77 -3.73 -0.29
C 0.90 0.12 0.13
C 4.17 4.11 1.54
C -3.41 -4.28 0.97
C -1.10 1.34 0.35
C -2.58 -0.18 3.25
C -5.78 1.80 -0.45
C -1.57 -4.70 -0.43
C 4.25 -1.06 2.32
C -3.19 -1.23 -2.71
C 4.15 6.44 0.94
C -4.14 -0.49 -1.86
C -2.04 4.16 2.91
C -0.36 -4.07 -4.21
C 4.84 5.46 1.89
H 4.12 7.45 1.37
H 1.22 -0.01 1.16
H -0.35 -1.67 0.44
H 4.77 0.53 -0.08
H 1.60 -2.18 -3.96
H 5.87 0.25 2.80
H -4.36 -0.95 2.58
H -3.34 -3.80 -1.22
H -1.10 -1.25 -4.93
H -1.18 1.42 1.44
H 4.86 3.43 1.04
H 0.13 -3.68 -6.28
H 6.41 0.64 0.51
H -1.85 2.02 -0.08
H -3.63 0.15 1.40
H 6.85 -1.58 0.79
H -1.27 -4.60 -3.96
H -1.56 -3.32 -5.89
H 0.57 -1.07 -3.26
H -0.15 -1.02 -1.30
H -3.05 -1.52 1.66
H -2.37 -2.73 -0.14
H -1.91 -4.00 2.53
H 0.92 2.28 0.28
H 0.25 1.74 -1.23
H -2.30 -1.60 -2.21
H -1.86 -5.64 -0.93
H -4.09 -5.08 0.69
H 0.51 -4.73 -4.22
H -3.81 -1.98 -3.19
H 5.93 5.50 1.78
H -5.69 1.31 -1.42
H 0.37 -1.27 -5.90
H 3.24 -0.95 1.90
H -1.88 5.21 3.15
H 1.82 -0.03 -0.45
H -0.74 -4.22 -0.93
H 3.88 3.63 2.47
H -3.01 3.94 2.46
H 4.46 1.15 2.31
H 4.66 6.53 -0.03
H 4.59 5.64 2.94
H 2.87 4.12 -0.28
H -1.36 3.58 2.28
H -4.00 -3.50 1.45
H 5.56 -1.75 -0.42
H -6.00 1.09 0.34
H -6.57 2.55 -0.49
H 4.16 -1.33 3.37
H 2.01 4.11 1.26
H -2.89 -0.52 -3.48
H -2.54 -5.62 2.42

---

94
Properties=species:S:1:pos:R:3 method="wB97M-V/def2-TZVPD" lumo_ev=-2.55 largest_force_ev_per_a=1.7 homo_ev=-10.6 total_charge=+1
Cs -0.34 0.19 0.13
Sb -2.14 3.17 -0.41
P -0.51 -0.78 3.37
P -1.65 -2.77 0.87
O 0.08 0.77 -2.30
N -0.09 0.13 -4.46
N 5.58 -0.69 0.94
N 3.52 -0.07 -0.23
N 1.70 1.40 -3.74
N -1.61 -2.70 4.98
N 5.55 1.26 -0.53
N 5.42 -0.98 -1.47
N -2.46 -4.37 2.92
C 1.10 -0.91 4.31
C 6.08 0.67 0.71
C 5.96 -1.52 -0.21
C -2.24 -3.87 5.26
C -1.17 -5.56 0.32
C -2.67 -4.71 4.22
C 0.77 -4.01 0.66
C 1.87 -2.08 3.68
C -3.44 2.50 -1.98
C -1.52 0.33 4.42
C 1.83 0.41 4.01
C -1.38 -2.39 3.73
C -3.11 -5.41 6.88
C -3.35 4.82 0.19
C -0.65 -4.14 0.10
C -1.83 -3.25 2.66
C 0.54 0.77 -3.45
C -2.48 -4.23 6.61
C 3.97 -0.92 -1.35
C 4.09 1.27 -0.43
C -0.85 4.30 -1.70
C 4.12 -0.62 1.00
C 5.93 0.38 -1.64
C -0.63 -3.84 -1.40
C 1.00 -1.09 5.82
C -3.37 -3.09 0.32
C -3.33 -5.93 4.53
C -3.54 -6.26 5.83
H 2.01 -1.11 6.24
H 1.31 1.27 4.41
H -2.50 0.49 3.95
H -2.19 -5.69 -0.03
H -1.04 1.31 4.51
H -3.64 5.39 -0.69
H 1.37 -3.03 3.86
H 3.73 -1.63 1.16
H -4.04 -7.19 6.07
H 0.06 -4.53 -1.90
H 3.69 1.69 -1.35
H 0.80 -4.23 1.73
H 1.99 -1.95 2.61
H -2.79 5.47 0.87
H 1.96 0.56 2.93
H 2.16 1.89 -3.00
H -1.45 4.99 -2.29
H 0.49 -2.02 6.09
H -0.31 3.62 -2.36
H 7.04 -1.56 -0.28
H -3.29 -5.70 7.91
H -4.24 4.47 0.71
H 5.53 0.80 -2.57
H -2.15 -3.56 7.39
H 1.18 -3.01 0.51
H 0.24 0.16 -5.41
H -4.04 -2.40 0.83
H -3.69 -4.11 0.55
H 7.02 0.35 -1.72
H 2.83 0.38 4.46
H 3.57 -1.93 -1.21
H -3.65 -6.56 3.71
H -1.68 -0.09 5.42
H -2.89 1.83 -2.65
H -0.29 -2.82 -1.62
H 5.80 1.30 1.56
H 3.79 1.91 0.40
H 2.10 1.42 -4.66
H -0.98 -0.29 -4.27
H -3.46 -2.91 -0.75
H -3.79 3.36 -2.55
H 0.47 -0.26 6.29
H -4.29 1.96 -1.57
H -0.54 -6.25 -0.25
H 2.87 -2.14 4.13
H 7.17 0.64 0.65
H 1.43 -4.72 0.16
H -1.61 -3.98 -1.86
H 5.58 -2.53 -0.06
H 3.55 -0.51 -2.28
H -0.13 4.86 -1.11
H -1.13 -5.86 1.37
H 3.83 0.00 1.85

---

98
Properties=species:S:1:pos:R:3 method="wB97M-V/def2-TZVPD" lumo_ev="1.90 / 1.25" largest_force_ev_per_a=0.9 homo_ev="-4.3 / -4.3" multiplicity=2 total_charge=-1 e_above_lowest_kj_mol=71.0
Rb 0.17 -0.21 0.17
Ge 2.98 1.88 0.85
P -0.92 0.98 -3.32
F -0.51 -7.71 2.71
O -0.30 -2.44 -1.06
O -3.62 -0.69 -1.28
O 0.19 -4.63 -0.70
O 2.57 1.03 -0.80
O -0.02 -6.16 5.00
O 1.22 2.52 1.08
O -1.18 -2.38 2.75
O 2.65 0.31 1.85
O -1.95 1.07 3.38
N -2.44 0.54 2.40
N -0.63 -4.30 3.84
N -1.37 -4.38 1.64
N -3.22 -0.17 -0.06
C 0.30 3.79 -0.73
C -2.95 2.88 -2.80
C 4.91 0.54 -1.34
C 0.73 3.79 0.74
C -1.12 -0.75 -3.94
C -0.45 -3.58 -0.55
C -1.13 -5.73 1.65
C 3.04 0.25 -2.98
C -1.67 -0.95 -5.35
C 4.22 0.64 3.67
C -0.40 -5.68 3.96
C -1.05 -3.60 2.73
C 2.59 -1.24 3.62
C -3.81 -0.73 0.93
C -0.70 -6.38 2.73
C -0.49 4.06 1.63
C -3.45 -0.23 2.28
C 3.25 -1.30 -1.02
C -2.59 1.70 -3.71
C 1.77 4.89 0.96
C 1.78 1.10 3.97
C 0.66 3.07 -4.39
C 0.10 1.68 -4.70
C 2.81 0.22 3.25
C -1.68 -3.68 0.39
C 3.44 0.15 -1.50
C -4.22 -0.66 3.50
C -4.81 -1.84 0.81
H -2.98 2.57 -1.75
H -1.02 4.96 1.31
H -5.29 -0.62 3.31
H 1.16 3.52 -1.35
H -2.05 -2.70 0.66
H 4.96 0.07 3.10
H 2.14 4.86 1.99
H -0.14 3.79 -4.20
H 5.54 -0.08 -1.98
H 4.39 1.71 3.47
H 2.63 4.76 0.30
H -0.17 4.17 2.67
H -3.34 0.91 -3.60
H 1.25 3.44 -5.22
H 3.62 -0.45 -3.59
H -1.78 -2.01 -5.57
H 0.77 0.82 3.66
H 1.29 3.03 -3.50
H -0.13 -1.21 -3.85
H 2.74 -1.40 4.69
H -0.07 4.77 -1.05
H -0.39 -3.74 4.64
H 1.57 -1.54 3.35
H 1.98 0.00 -3.07
H -2.62 2.01 -4.76
H -1.30 -6.25 0.72
H 3.29 -1.87 3.07
H -2.45 -4.24 -0.14
H 1.33 5.88 0.78
H -3.97 -0.01 4.34
H -0.48 3.05 -0.89
H -1.72 -1.30 -3.21
H -3.92 3.30 -3.06
H -1.17 3.21 1.57
H -4.73 -2.31 -0.16
H 5.23 0.42 -0.30
H -5.83 -1.45 0.92
H -2.65 -0.48 -5.47
H -0.50 1.70 -5.61
H 0.92 0.98 -4.86
H 4.38 0.46 4.74
H -4.65 -2.58 1.59
H -2.97 -0.31 -1.89
H -3.96 -1.69 3.77
H 1.92 2.15 3.72
H 2.24 -1.66 -1.24
H 1.85 0.97 5.06
H -2.21 3.68 -2.87
H 5.05 1.59 -1.61
H 3.20 1.27 -3.34
H 3.42 -1.34 0.06
H 3.96 -1.96 -1.52
H -1.01 -0.52 -6.11